# 1
{"formula": "C5H5N", "method": "the ωB97M-V functional and the def2-TZVPD basis", "elements": ["C", "C", "C", "C", "C", "N", "H", "H", "H", "H", "H"], "positions_angstrom": [[1.300, -1.763, -0.550], [0.226, -0.875, -0.112], [-0.628, -0.103, 0.240], [-1.394, 1.103, 0.585], [-0.536, 2.245, 0.227], [0.237, 3.042, -0.095], [1.407, -1.743, -1.642], [1.118, -2.798, -0.229], [2.249, -1.424, -0.117], [-2.342, 1.168, 0.043], [-1.637, 1.146, 1.652]], "atomic_forces_ev_per_a": [[0.1, -0.1, 0.0], [-0.4, 0.2, 0.1], [0.5, -0.3, -0.2], [-0.1, 0.0, 0.0], [0.8, 0.7, -0.3], [-0.9, -0.6, 0.4], [-0.1, 0.0, 0.3], [0.1, 0.3, -0.1], [-0.2, -0.1, -0.1], [0.1, 0.0, 0.0], [0.1, 0.0, -0.1]], "charge": 0, "fmax_ev_per_a": 1.1, "molar_mass_g_mol": 79.102, "lumo_energy_ha": 0.029, "homo_energy_ev": -10.14, "orbital_gap_ev": 10.94, "relative_energy_kcal_mol": 46.8, "smiles": "CC#CCC#N"}


# 2
{"formula": "C3H10N2S", "method": "the ωB97M-V functional and the def2-TZVPD basis", "elements": ["H", "N", "C", "N", "H", "H", "H", "C", "C", "S", "H", "H", "H", "H", "H", "H"], "positions_angstrom": [[2.756, 0.399, 0.398], [1.911, -0.061, 0.092], [2.021, -1.078, -0.653], [1.018, -1.613, -1.405], [2.972, -1.617, -0.651], [1.137, -2.602, -1.547], [0.101, -1.263, -1.166], [-1.592, -0.903, 0.875], [-1.848, 0.434, 0.158], [-0.610, 1.727, 0.422], [-2.050, -0.864, 1.862], [-0.529, -1.046, 1.052], [-2.091, -1.682, 0.301], [-2.833, 0.785, 0.469], [-1.983, 0.254, -0.913], [0.490, 0.860, 0.565]], "atomic_forces_ev_per_a": [[0.3, -0.7, 0.2], [-0.7, 0.6, -0.4], [1.1, -0.1, 0.7], [0.5, 0.1, 0.6], [0.0, -0.2, -0.7], [-0.4, 0.0, -0.2], [-0.1, -0.2, -0.2], [-0.3, 0.9, 0.2], [-0.5, -0.4, -0.3], [0.2, -0.2, 0.5], [0.0, -0.1, 0.1], [0.0, -0.4, -0.3], [0.3, -0.4, 0.1], [0.2, 0.3, 0.1], [0.3, 0.0, 0.0], [-0.8, 0.7, -0.4]], "charge": 0, "fmax_ev_per_a": 1.3, "molar_mass_g_mol": 106.194, "lumo_energy_ha": 0.028, "homo_energy_ev": -8.07, "orbital_gap_ev": 8.84, "relative_energy_kcal_mol": 14.3, "smiles": "[H]/N=C/N.CCS"}